(1)
# C40H51N11

A cluster of 11 separate species, C40H51N11 in total (ωB97M-V/def2-TZVPD, the Open Molecules 2025 dataset).

Geometry as XYZ:
```
102
Properties=species:S:1:pos:R:3:lowdin_charge:R:1
C 4.78 -1.28 -0.06 -0.05
C 3.60 -1.71 0.70 -0.25
N 2.66 -2.11 1.26 0.15
H 5.01 -0.30 0.34 0.07
H 4.54 -1.27 -1.13 0.08
H 5.63 -1.94 0.11 0.08
C -0.47 -0.42 0.93 -0.05
C -0.15 -0.48 -0.50 -0.27
N 0.10 -0.45 -1.63 0.17
H -1.53 -0.51 1.13 0.07
H -0.16 0.54 1.33 0.05
H 0.14 -1.20 1.39 0.05
N 0.95 -3.58 5.05 -0.01
C 0.74 -2.26 4.70 -0.12
C 1.01 -1.48 5.89 -0.08
C 1.21 -2.46 6.94 -0.12
C 1.24 -3.73 6.39 -0.14
H 0.83 -4.37 4.44 0.14
H 0.54 -1.96 3.68 0.08
H 0.91 -0.41 5.95 0.07
H 1.35 -2.27 7.99 0.08
H 1.19 -4.69 6.89 0.10
N 1.92 1.32 2.96 0.05
C 3.01 0.52 3.31 -0.13
C 4.18 1.08 2.81 -0.11
C 3.77 2.35 2.34 -0.14
C 2.43 2.48 2.49 -0.18
H 0.96 1.10 3.17 0.12
H 2.85 -0.46 3.72 0.08
H 5.19 0.71 2.73 0.09
H 4.55 2.99 1.97 0.09
H 1.84 3.35 2.25 0.09
N 2.28 2.94 -3.33 0.03
C 2.99 3.85 -4.15 -0.10
C 4.02 3.13 -4.81 -0.10
C 3.76 1.83 -4.39 -0.18
C 2.86 1.72 -3.38 -0.15
H 1.62 3.34 -2.67 0.06
H 2.71 4.88 -4.30 0.09
H 4.75 3.51 -5.51 0.09
H 4.27 0.98 -4.82 0.09
H 2.48 0.87 -2.84 0.10
N -1.42 -5.29 -0.83 0.01
C -0.72 -4.14 -0.57 -0.16
C 0.36 -4.00 -1.43 -0.10
C 0.15 -5.06 -2.36 -0.13
C -0.91 -5.87 -1.98 -0.13
H -2.26 -5.62 -0.37 0.15
H -1.07 -3.48 0.21 0.09
H 1.05 -3.17 -1.50 0.08
H 0.79 -5.32 -3.19 0.09
H -1.34 -6.76 -2.42 0.10
N -2.76 -2.91 -3.23 0.02
C -3.90 -3.24 -3.94 -0.14
C -4.92 -2.55 -3.41 -0.14
C -4.39 -1.72 -2.42 -0.13
C -3.03 -1.98 -2.28 -0.13
H -1.82 -3.21 -3.45 0.13
H -3.87 -4.07 -4.63 0.11
H -5.92 -2.68 -3.80 0.09
H -4.93 -0.99 -1.84 0.08
H -2.26 -1.56 -1.65 0.07
N -2.29 1.56 -5.15 0.00
C -1.12 1.20 -4.47 -0.12
C -0.16 0.91 -5.44 -0.10
C -0.75 1.28 -6.67 -0.14
C -2.08 1.56 -6.49 -0.16
H -3.16 1.67 -4.65 0.14
H -1.07 1.14 -3.39 0.07
H 0.83 0.52 -5.25 0.08
H -0.45 1.06 -7.68 0.09
H -2.81 1.65 -7.28 0.11
N 1.73 5.30 -1.05 0.02
C 1.88 4.06 -0.45 -0.15
C 0.84 3.29 -0.76 -0.16
C -0.03 4.10 -1.48 -0.14
C 0.57 5.31 -1.83 -0.09
H 2.40 6.05 -0.99 0.14
H 2.82 3.91 0.07 0.11
H 0.74 2.34 -0.26 0.10
H -0.99 3.84 -1.90 0.10
H 0.31 6.14 -2.48 0.11
N -0.91 3.84 3.08 0.01
C -0.76 3.27 4.30 -0.16
C -1.46 2.11 4.34 -0.13
C -2.17 2.06 3.15 -0.12
C -1.63 3.02 2.29 -0.13
H -0.55 4.73 2.76 0.16
H -0.18 3.79 5.04 0.12
H -1.46 1.31 5.06 0.10
H -2.93 1.34 2.90 0.07
H -1.95 3.28 1.28 0.11
N -4.18 -0.85 3.65 0.01
C -4.67 -1.23 2.41 -0.10
C -3.72 -2.13 1.86 -0.14
C -2.83 -2.43 2.84 -0.15
C -3.00 -1.50 3.84 -0.15
H -4.50 -0.06 4.20 0.15
H -5.46 -0.72 1.88 0.10
H -3.68 -2.56 0.87 0.09
H -2.09 -3.22 2.77 0.10
H -2.49 -1.43 4.79 0.10
```

Results
SMILES: c1cc[nH]c1.c1cc[nH]c1.c1cc[nH]c1.c1cc[nH]c1.c1cc[nH]c1.c1cc[nH]c1.c1cc[nH]c1.c1cc[nH]c1.c1cc[nH]c1.CC#N.CC#N
net charge: 0
Kohn-Sham gap: 0.2946 hartree
F_max: 3.77 eV/Å
E_tot: -58693.079 eV
molecular weight: 685.93 g/mol
energy relative to the best compared isomer or geometry (same formula, charge and spin): 0.0 kcal/mol
LUMO: 0.502 eV

=====

(2)
# C40H52BIN3O5P2Ti

A structure of composition C40H52BIN3O5P2Ti (ωB97M-V/def2-TZVPD, the Open Molecules 2025 dataset).

Geometry as XYZ:
```
105
Properties=species:S:1:pos:R:3:lowdin_charge:R:1
Ti -0.32 -0.28 -0.17 0.66
C 2.33 3.80 -0.46 -0.11
C 1.65 4.53 0.70 -0.70
C 2.72 5.20 1.56 -0.09
C 0.75 5.61 0.10 -0.10
P 0.57 3.20 1.48 1.14
C 1.91 2.26 2.35 -0.31
N 1.76 0.82 2.45 0.00
B 1.23 -0.20 1.55 -0.46
N 1.79 -1.43 2.11 -0.08
C 1.82 -2.73 1.50 -0.29
P 1.68 -2.37 -0.29 1.18
C 3.42 -1.78 -0.78 -0.63
C 3.31 -0.98 -2.09 -0.08
C 4.00 -0.82 0.26 -0.08
C 4.44 -2.90 -0.96 -0.09
C 1.39 -4.08 -1.04 -0.65
C 1.56 -4.06 -2.56 -0.08
C -0.07 -4.45 -0.76 -0.09
C 2.25 -5.19 -0.42 -0.09
C 2.52 -1.16 3.25 -0.21
C 3.18 -2.02 4.12 -0.02
C 3.88 -1.46 5.19 -0.11
C 3.91 -0.08 5.37 -0.11
C 3.24 0.77 4.50 -0.02
C 2.52 0.22 3.45 -0.19
C -0.36 3.92 2.96 -0.70
C -1.65 4.56 2.46 -0.12
C 0.37 4.94 3.85 -0.10
C -0.73 2.70 3.82 -0.12
H 2.94 4.51 -1.02 0.09
H 1.61 3.37 -1.15 0.04
H 2.99 3.00 -0.12 0.07
H 3.39 5.77 0.91 0.08
H 3.34 4.49 2.10 0.07
H 2.29 5.89 2.27 0.06
H 1.33 6.22 -0.59 0.08
H 0.34 6.26 0.87 0.06
H -0.08 5.17 -0.46 0.09
H 2.01 2.67 3.36 0.06
H 2.86 2.47 1.85 0.08
H 0.98 -3.37 1.81 0.09
H 2.75 -3.24 1.78 0.09
H 2.72 -0.09 -1.95 0.08
H 2.88 -1.55 -2.91 0.07
H 4.32 -0.67 -2.39 0.09
H 3.39 0.07 0.41 0.07
H 4.97 -0.48 -0.12 0.09
H 4.17 -1.29 1.22 0.08
H 4.19 -3.58 -1.76 0.06
H 4.57 -3.48 -0.04 0.08
H 5.41 -2.45 -1.20 0.09
H 0.89 -3.34 -3.02 0.08
H 1.33 -5.06 -2.94 0.09
H 2.58 -3.82 -2.87 0.06
H -0.75 -3.68 -1.11 0.05
H -0.25 -4.63 0.30 0.08
H -0.29 -5.37 -1.30 0.09
H 3.27 -5.21 -0.79 0.06
H 1.79 -6.15 -0.67 0.08
H 2.29 -5.14 0.67 0.07
H 3.16 -3.09 3.98 0.10
H 4.41 -2.10 5.87 0.09
H 4.47 0.34 6.20 0.09
H 3.29 1.84 4.65 0.10
H -1.47 5.43 1.84 0.06
H -2.25 4.89 3.32 0.08
H -2.24 3.84 1.89 0.01
H 0.42 5.92 3.38 0.07
H 1.39 4.64 4.11 0.07
H -0.18 5.06 4.79 0.08
H -1.15 1.90 3.21 0.03
H -1.50 3.00 4.54 0.08
H 0.12 2.32 4.38 0.07
O 0.72 2.14 -5.82 0.13
C 0.68 1.61 -4.74 -0.23
C 0.79 0.10 -4.46 -0.25
O 1.10 -0.76 -5.26 0.11
C 0.47 -0.03 -3.03 -0.34
C 0.37 1.23 -2.45 -0.25
O 0.18 1.22 -1.14 -0.25
C 0.48 2.32 -3.38 -0.28
O 0.43 3.53 -3.22 0.08
O 0.32 -1.05 -2.30 -0.15
C -1.86 -1.61 4.17 -0.05
C -3.00 -2.33 3.86 -0.06
C -3.23 -2.66 2.55 -0.01
C -2.32 -2.27 1.56 -0.26
N -1.20 -1.58 1.86 0.05
C -1.01 -1.25 3.15 -0.13
C -2.58 -2.48 0.13 -0.26
C -3.52 -3.43 -0.28 -0.06
C -3.87 -3.54 -1.61 -0.10
C -3.30 -2.65 -2.52 -0.08
C -2.34 -1.74 -2.11 -0.11
C -1.90 -1.65 -0.78 -0.27
H -1.63 -1.30 5.18 0.10
H -3.70 -2.61 4.63 0.10
H -4.13 -3.17 2.26 0.10
H -0.13 -0.66 3.37 0.09
H -3.98 -4.10 0.44 0.10
H -4.59 -4.28 -1.94 0.09
H -3.59 -2.69 -3.56 0.10
H -1.91 -1.09 -2.86 0.10
I -2.68 1.16 0.52 0.36
```

Results
net charge: -1
Kohn-Sham gap: 0.2665 hartree
F_max: 1.10 eV/Å
E_tot: -107507.880 eV
molecular weight: 902.40 g/mol
energy relative to the best compared isomer or geometry (same formula, charge and spin): 16.9 kcal/mol
LUMO: 2.174 eV

=====

(3)
# C40H52BrN9O5PTl

A structure of composition C40H52BrN9O5PTl (ωB97M-V/def2-TZVPD, the Open Molecules 2025 dataset).

Geometry as XYZ:
```
109
Properties=species:S:1:pos:R:3:lowdin_charge:R:1
Tl 0.03 0.77 1.30 0.96
C 0.42 3.64 3.81 -0.05
C -0.55 2.49 3.98 -0.27
C -1.79 2.52 3.35 -0.24
C -2.15 3.70 2.47 -0.03
C -2.70 1.47 3.54 -0.19
C -4.10 1.57 2.97 -0.03
C -2.33 0.38 4.32 -0.18
C -3.22 -0.84 4.44 -0.04
C -1.12 0.39 5.03 -0.18
C -0.87 -0.73 6.02 -0.03
C -0.21 1.44 4.85 -0.21
C 1.11 1.51 5.57 -0.03
H 0.39 4.31 4.67 0.11
H 0.19 4.25 2.94 0.06
H 1.46 3.29 3.73 0.07
H -1.43 3.82 1.65 0.07
H -2.16 4.64 3.03 0.10
H -3.13 3.57 2.00 0.07
H -4.78 0.86 3.43 0.07
H -4.12 1.43 1.89 0.07
H -4.52 2.56 3.17 0.09
H -3.80 -0.83 5.37 0.10
H -2.63 -1.75 4.45 0.08
H -3.93 -0.91 3.62 0.06
H -0.58 -1.66 5.53 0.09
H -1.78 -0.95 6.58 0.09
H -0.11 -0.49 6.75 0.07
H 1.20 2.42 6.16 0.10
H 1.95 1.52 4.86 0.08
H 1.28 0.67 6.24 0.06
C 2.72 -2.12 3.64 0.00
O 2.30 -1.97 2.27 -0.06
C 2.83 -2.76 1.36 -0.18
C 3.72 -3.79 1.60 -0.04
C 4.21 -4.51 0.52 -0.66
Br 5.37 -5.92 0.83 0.90
C 3.83 -4.23 -0.81 -0.05
C 2.95 -3.22 -1.09 -0.04
C 2.42 -2.42 -0.01 -0.21
O 1.62 -1.45 -0.18 -0.09
C 2.55 -2.95 -2.47 -0.26
N 1.40 -2.44 -2.84 0.17
C 1.45 -2.37 -4.22 -0.21
C 0.50 -1.88 -5.13 -0.02
C 0.81 -1.96 -6.47 -0.06
C 2.03 -2.49 -6.91 -0.07
C 2.99 -2.95 -6.03 0.00
C 2.67 -2.88 -4.68 -0.17
N 3.35 -3.25 -3.54 0.18
H 3.80 -2.02 3.71 0.11
H 2.40 -3.09 4.03 0.11
H 2.23 -1.32 4.18 0.09
H 4.04 -4.03 2.60 0.11
H 4.21 -4.87 -1.59 0.11
H 2.08 -0.52 -1.12 0.07
H -0.43 -1.44 -4.79 0.09
H 0.10 -1.59 -7.20 0.11
H 2.23 -2.53 -7.97 0.11
H 3.93 -3.34 -6.38 0.12
H 4.29 -3.60 -3.50 0.17
C -4.26 -3.08 -2.01 -0.12
N -4.09 -1.73 -1.43 -0.01
C -3.73 -0.73 -2.45 -0.10
N -2.46 -1.14 -3.01 -0.11
C -2.58 -2.49 -3.58 -0.15
N -2.99 -3.48 -2.59 -0.13
C -1.97 -3.68 -1.56 -0.31
P -1.55 -2.16 -0.58 1.10
C -3.39 -1.65 -0.22 -0.23
C -1.37 -1.05 -2.05 -0.31
H -5.02 -3.03 -2.78 0.15
H -4.57 -3.77 -1.22 0.14
H -3.64 0.24 -1.97 0.12
H -4.50 -0.71 -3.22 0.15
H -1.61 -2.78 -3.98 0.11
H -3.31 -2.47 -4.38 0.14
H -1.05 -4.01 -2.03 0.09
H -2.30 -4.48 -0.88 0.10
H -3.36 -0.64 0.17 0.07
H -3.77 -2.37 0.51 0.11
H -0.43 -1.36 -2.53 0.05
H -1.25 -0.01 -1.72 0.06
C 3.90 4.83 -1.53 0.01
N 3.50 3.48 -1.18 -0.07
C 3.56 2.34 -2.08 -0.01
C 2.78 1.34 -1.29 -0.36
O 2.58 0.17 -1.77 0.14
N 2.33 1.83 -0.15 0.15
C 2.73 3.13 -0.16 -0.39
N 2.40 3.97 0.81 0.26
H 4.61 4.78 -2.35 0.10
H 4.41 5.29 -0.68 0.10
H 3.04 5.42 -1.83 0.11
H 4.59 2.01 -2.25 0.16
H 3.06 2.54 -3.03 0.16
H 1.74 3.67 1.52 0.08
H 2.56 4.96 0.72 0.13
O 0.77 3.46 -2.07 0.04
C -0.36 3.22 -1.70 -0.47
C -1.59 3.99 -2.16 -0.07
C -2.74 3.32 -1.43 -0.07
C -2.05 2.22 -0.66 -0.58
O -2.64 1.37 0.04 -0.10
N -0.71 2.21 -0.82 0.05
H -1.67 3.93 -3.25 0.13
H -1.46 5.05 -1.92 0.13
H -3.50 2.90 -2.09 0.12
H -3.27 3.97 -0.73 0.12
```

Results
net charge: +2
Kohn-Sham gap (spin up / spin down): 0.1951 / 0.1879 hartree
F_max: 0.89 eV/Å
E_tot: -149985.732 eV
molecular weight: 1054.18 g/mol
energy relative to the best compared isomer or geometry (same formula, charge and spin): 62.6 kcal/mol
LUMO (spin up / spin down): -7.160 / -7.356 eV

=====

Among the records above, which one has the lowest E_tot?
C40H52BrN9O5PTl

=====

The highest E_tot belongs to which entry?
C40H51N11